Molecular formula: C46H53AsBrClGeN6O2STeV
Method: DFT, the ωB97M-V functional and the def2-TZVPD basis

Positions of all 114 atoms, in Å:
V: 13.44603 13.96958 12.32923
C: 10.25284 5.35798 9.00257
N: 9.57153 6.41013 9.67698
C: 8.66370 6.14344 10.83420
C: 8.10859 7.47934 11.19426
N: 9.18523 8.33920 10.62964
C: 9.87365 7.73393 9.63335
S: 10.79852 8.51785 8.50146
H: 10.98641 4.87059 9.61992
H: 10.74460 5.86096 8.11719
H: 9.46626 4.70566 8.68535
H: 9.26606 5.65084 11.61560
H: 7.94285 5.34826 10.48236
H: 8.06461 7.64825 12.30121
H: 7.18437 7.73712 10.73708
H: 9.10111 9.32605 10.74892
C: 12.39340 13.07371 18.48482
C: 12.91327 11.88159 17.94284
C: 12.69242 11.60272 16.60544
C: 12.15025 12.50671 15.78157
C: 11.56310 13.66945 16.27079
C: 11.71418 13.90591 17.63996
Ge: 12.07697 12.07245 13.86258
C: 12.91769 10.32462 13.46147
C: 12.34528 9.53245 12.50274
C: 12.85166 8.24657 12.16375
C: 13.93156 7.77571 12.88096
C: 14.56709 8.56888 13.78390
C: 14.08913 9.84784 14.09330
C: 10.14340 12.01771 13.58868
C: 9.42582 13.22681 13.34597
C: 8.05706 13.26688 13.30339
C: 7.34636 12.14634 13.70292
C: 8.03668 10.99234 14.01076
C: 9.39700 10.85997 13.78206
H: 12.56616 13.44187 19.48658
H: 13.44444 11.23376 18.61954
H: 12.87247 10.59112 16.38564
H: 10.98893 14.35351 15.67772
H: 11.17414 14.77075 18.02505
H: 11.39718 9.77850 11.95167
H: 12.42410 7.64844 11.36137
H: 14.19868 6.74760 12.64869
H: 15.46676 8.21066 14.16633
H: 14.61175 10.53568 14.72876
H: 10.08916 14.09727 13.26611
H: 7.57479 14.20702 13.10226
H: 6.29372 12.23300 13.87466
H: 7.51784 10.10117 14.37032
H: 9.90031 9.97037 14.07104
N: 12.51473 15.41907 13.76095
C: 13.03327 16.13784 14.50847
N: 13.47969 17.01567 15.35355
C: 13.68585 18.42263 14.88183
C: 14.98035 19.02452 15.39725
O: 15.11567 18.85085 16.79860
C: 15.07968 17.48894 17.13025
C: 13.78756 16.79940 16.72609
H: 12.79891 18.93158 15.20844
H: 13.68139 18.38248 13.77521
H: 14.92563 20.15320 15.28700
H: 15.85550 18.48245 14.91037
H: 15.12520 17.30987 18.19082
H: 15.87920 17.02627 16.56962
H: 12.95149 17.10491 17.39520
H: 13.95987 15.69695 16.95305
C: 13.93018 10.52259 8.95594
As: 15.04906 11.58899 10.12150
C: 16.01091 10.34738 11.13801
C: 16.32814 12.40935 8.92625
O: 14.43587 12.82580 11.15175
H: 14.46794 10.03234 8.15056
H: 13.22065 11.23637 8.58761
H: 13.46988 9.71067 9.53294
H: 16.45327 9.49006 10.54356
H: 15.30975 9.85288 11.75801
H: 16.73120 10.93564 11.68783
H: 17.02650 13.03639 9.44022
H: 15.74966 13.14305 8.34149
H: 16.82560 11.66313 8.23942
Cl: 19.05709 13.64822 12.36291
C: 17.74659 13.70948 13.44416
C: 17.86165 13.53617 14.85528
C: 16.66558 13.53778 15.56351
C: 15.44860 13.67954 14.92357
N: 15.36310 13.85899 13.58291
C: 16.47201 13.77500 12.87652
H: 18.81180 13.41954 15.31771
H: 16.71067 13.32351 16.59081
H: 14.55550 13.70032 15.51074
H: 16.42099 13.93556 11.79664
Te: 14.33232 16.40201 11.34953
C: 15.02577 15.91904 9.36033
C: 16.29291 16.33619 8.94967
C: 16.78136 16.06545 7.65794
C: 15.95028 15.41193 6.73797
C: 14.69226 14.98290 7.18699
C: 14.21002 15.28560 8.45659
H: 16.97129 16.96054 9.59291
H: 17.77418 16.41654 7.36368
H: 16.30244 15.03232 5.76506
H: 13.98243 14.50915 6.48205
H: 13.24878 14.89387 8.77251
Br: 10.15157 16.10163 7.86752
C: 10.64328 14.66329 9.03082
C: 10.36845 13.35894 8.63493
C: 10.86752 12.37394 9.37282
C: 11.51254 12.64666 10.53979
N: 11.87550 13.88017 10.92884
C: 11.44743 14.88646 10.13801
H: 9.77351 13.19085 7.78176
H: 10.63756 11.32809 9.08382
H: 11.91051 11.81343 11.10328
H: 11.74345 15.87134 10.48410

Atoms 1-2, force components in eV/Å:
V 0.1 -0.2 0.7
C 0.2 1.5 -1.5

Output
- E (Ha) = -11220.5411
- multiplicity = 3
- net charge = +1
- max |F| (eV/A) = 3.2
- HOMO energy (spin up / spin down) (eV) = -9.07 / -9.17
- expectation value of S² = 2.0843
- energy relative to the best compared isomer or geometry (same formula, charge and spin) (eV) = 1.169

=====

Molecular formula: C48H64BeN2O5
Method: DFT, the ωB97M-V functional and the def2-TZVPD basis

Positions of all 120 atoms, in Å:
Be: -0.21129 -0.46075 -0.42401
C: -1.97792 -0.98939 -3.68641
O: -2.23141 -1.54305 -2.41178
C: -2.72821 -0.82757 -1.37065
C: -2.93848 0.55738 -1.31966
C: -2.61704 1.58597 -2.39891
C: -1.21081 2.05374 -2.78501
C: -1.19149 3.05422 -3.75576
C: -0.01938 3.58884 -4.26576
C: 1.16941 3.06399 -3.76706
C: 1.21700 2.07091 -2.80072
C: 2.63148 1.59995 -2.44390
C: 2.95861 0.63465 -1.31197
C: 3.77341 1.14167 -0.29893
C: 4.20274 0.40911 0.80113
C: 3.66530 -0.86568 0.93837
C: 2.86571 -1.44184 -0.04305
C: 2.39209 -2.87782 0.11887
C: 1.09600 -3.14333 0.86966
C: 1.03916 -3.85193 2.06663
C: -0.17123 -4.25976 2.62666
C: -1.34133 -3.99732 1.90636
C: -1.33134 -3.27806 0.72108
C: -2.56652 -3.06325 -0.14008
C: -3.03496 -1.62347 -0.24082
C: -3.78120 -1.07382 0.78495
C: -4.13979 0.27344 0.81225
C: -3.64483 1.05690 -0.21474
C: -5.07304 0.80867 1.89826
C: -6.39264 0.02507 1.84177
C: -4.45027 0.63264 3.28839
C: -5.39231 2.29153 1.70370
C: -0.10685 -2.76907 0.26866
O: -0.08298 -1.93386 -0.76736
C: -0.25668 -5.01332 3.95532
C: -0.91217 -6.38423 3.74178
C: -1.10278 -4.20124 4.94784
C: 1.11813 -5.23534 4.58664
C: 2.62637 -0.73034 -1.23648
O: 2.07558 -1.47782 -2.22286
C: 1.96950 -1.04346 -3.56066
C: 5.28227 0.97394 1.72783
C: 6.60171 1.01491 0.94084
C: 4.96066 2.39985 2.19516
C: 5.48888 0.09881 2.96480
C: 0.00542 1.57063 -2.27771
O: 0.03057 0.66225 -1.33079
C: 0.01480 4.69217 -5.32166
C: 0.74981 4.18659 -6.57063
C: 0.75534 5.91401 -4.76089
C: -1.38772 5.13457 -5.73926
H: -2.89610 -0.62099 -4.14993
H: -1.59263 -1.81464 -4.28153
H: -1.22871 -0.19835 -3.65454
H: -3.14811 2.49130 -2.09780
H: -3.10642 1.28502 -3.32672
H: -2.14878 3.41238 -4.11654
H: 2.11613 3.43660 -4.14798
H: 3.19306 2.50900 -2.21899
H: 3.07407 1.23015 -3.37054
H: 4.10670 2.16771 -0.40907
H: 3.90444 -1.47442 1.80230
H: 3.18407 -3.45252 0.60597
H: 2.26067 -3.29062 -0.88115
H: 1.97522 -4.12087 2.54140
H: -2.29220 -4.37912 2.26976
H: -3.37508 -3.67918 0.26274
H: -2.34068 -3.42406 -1.14231
H: -4.09792 -1.73904 1.58650
H: -3.84399 2.12000 -0.21157
H: -6.23444 -1.03989 2.01616
H: -6.86687 0.13811 0.86536
H: -7.08313 0.39216 2.60476
H: -4.30819 -0.42266 3.53062
H: -5.10638 1.06100 4.04976
H: -3.48228 1.13130 3.34623
H: -5.84143 2.48017 0.72744
H: -4.49892 2.91216 1.79784
H: -6.10239 2.61258 2.46775
H: -1.92672 -6.28721 3.35377
H: -0.96316 -6.93540 4.68390
H: -0.33643 -6.97471 3.02748
H: -2.10574 -4.01600 4.55878
H: -0.62433 -3.23811 5.14841
H: -1.20166 -4.73351 5.89656
H: 1.75081 -5.86524 3.95925
H: 1.00152 -5.73527 5.55014
H: 1.63797 -4.29080 4.75869
H: 2.95015 -0.80462 -3.98131
H: 1.29618 -0.19370 -3.67283
H: 1.55449 -1.89178 -4.10134
H: 6.52429 1.68333 0.08203
H: 6.85868 0.02117 0.56984
H: 7.41660 1.36883 1.57717
H: 4.78089 3.07305 1.35727
H: 5.80239 2.79928 2.76526
H: 4.08313 2.42377 2.84039
H: 5.81424 -0.90707 2.69587
H: 4.57408 0.01496 3.55675
H: 6.26000 0.53915 3.59975
H: 1.78308 3.91949 -6.34539
H: 0.76258 4.95866 -7.34367
H: 0.25482 3.30195 -6.97567
H: 1.78037 5.66604 -4.48311
H: 0.24953 6.29468 -3.87163
H: 0.79111 6.71284 -5.50569
H: -1.95568 4.31107 -6.17617
H: -1.31216 5.92294 -6.49053
H: -1.95178 5.53165 -4.89332
C: 1.36135 1.51484 2.38148
N: 0.50593 0.54491 3.03545
C: -0.42633 -0.13965 2.35527
N: -1.29928 -0.87624 3.05978
O: -0.50488 -0.06656 1.11315
H: 2.29606 1.57570 2.92978
H: 0.89676 2.50207 2.33340
H: 1.57753 1.18108 1.37219
H: 0.44001 0.55880 4.03811
H: -1.11134 -1.12331 4.01487
H: -1.90010 -1.47509 2.52051

Atoms 1-2, force components in eV/Å:
Be -0.1 -0.1 0.1
C 0.0 0.0 0.0

Output
- E (Ha) = -2368.1274
- multiplicity = 1
- net charge = 0
- max |F| (eV/A) = 0.3
- HOMO energy (eV) = -7.35
- energy relative to the best compared isomer or geometry (same formula, charge and spin) (eV) = 0.000

=====

Molecular formula: C5H8N2O
Method: DFT, the ωB97M-V functional and the def2-TZVPD basis

Positions of all 16 atoms, in Å:
C: 1.85901 -0.00477 -1.15892
C: -1.54883 -0.71972 0.57349
C: -2.71152 0.35534 0.38104
C: -0.40739 -0.01621 -0.05639
C: 3.17793 -0.17029 -0.34790
N: 0.75648 -0.36195 -0.34753
N: -1.89103 1.52443 0.22458
O: 1.73515 0.24690 -2.31462
H: -1.25492 -0.86885 1.63371
H: -1.56374 -1.66862 -0.05365
H: -3.36319 0.13241 -0.53923
H: -3.50251 0.32670 1.13989
H: -1.49421 1.83193 1.16608
H: 3.08783 -1.14790 0.06972
H: 3.01604 0.56825 0.45311
H: 4.10491 -0.02767 -0.82336

Atoms 1-2, force components in eV/Å:
C 1.3 -0.3 0.7
C -0.9 -1.0 -1.0

Output
- E (Ha) = -379.9192
- multiplicity = 1
- net charge = 0
- max |F| (eV/A) = 3.3
- HOMO energy (spin up / spin down) (eV) = -8.22 / -8.41
- energy relative to the best compared isomer or geometry (same formula, charge and spin) (eV) = 4.597

=====

Question: Number 1 is which compound?
Answer: C46H53AsBrClGeN6O2STeV